The following is a DFT calculation (ωB97M-V with the def2-TZVPD basis set) of C12H24N2O3 as an isolated structure in a non-equilibrium geometry.

The frontier orbital gap comes out at 0.354 hartree. For the lowest unoccupied orbital energy, the calculation gives 0.52 eV. The multiplicity is 1. The calculation puts the HOMO energy at -9.1 eV. The calculated total energy comes out at -21951.659 eV. Its net charge is 0.

Structure (XYZ):
```
41
Properties=species:S:1:pos:R:3:forces:R:3
C -1.352 -1.377 -0.008 0.2385 2.4106 1.3171
C -0.457 -0.895 -1.261 -0.0222 -2.1629 -2.3280
C -0.470 -2.269 0.780 1.2969 -3.1024 3.6465
C -1.093 -2.826 2.250 0.2443 0.0743 -0.0875
C -1.648 -1.822 3.250 -1.2102 0.0709 -0.4793
C -0.085 -3.762 2.944 -0.7707 -3.9471 0.1806
C 0.645 1.027 -0.214 1.6027 1.1685 1.4893
C -0.435 1.992 -0.507 -3.1636 1.1171 1.4896
C 2.050 1.932 -0.182 -4.1146 -0.3637 -0.2252
C 3.100 1.116 0.478 0.5259 -2.9656 -1.2779
C 2.300 2.270 -1.668 3.4374 1.7919 1.3087
C 1.497 3.524 -2.321 1.8081 -2.1839 -2.7050
H -2.618 -2.663 -1.041 0.0064 1.2246 1.1185
H -3.450 -1.244 -0.303 2.9178 -2.6965 -0.1050
H -1.652 -0.562 0.737 0.9318 -0.3802 -1.1972
H -0.174 -3.302 0.449 -0.8839 0.9959 -1.0720
H 0.536 -1.904 0.947 0.1807 0.8938 0.2155
H -1.945 -3.380 1.849 0.1416 -0.3537 0.3446
H -2.132 -2.300 4.208 1.0321 0.7966 -1.9629
H -0.822 -1.141 3.522 -0.7018 0.1062 0.1304
H -2.459 -1.352 2.610 0.6969 0.3134 1.4297
H -0.539 -4.751 3.724 0.7018 3.3208 -2.2751
H 0.209 -4.407 2.027 0.8642 0.8019 1.8664
H 0.708 -3.316 3.619 -0.6664 -0.3123 -1.4452
H 1.562 -0.147 -1.895 -3.9684 0.5094 2.5554
H 0.425 0.657 0.859 0.4022 0.3858 -1.5058
H 1.748 2.889 0.326 0.6543 -1.1442 -0.2695
H 3.147 0.843 1.525 -1.0636 0.6735 0.5364
H 2.944 0.029 0.006 1.1698 2.1161 0.6074
H 4.078 1.549 0.317 0.4412 -0.2782 -0.5977
H 3.320 2.799 -1.457 -1.1525 -1.0161 -0.9455
H 2.612 1.318 -2.217 -0.8233 1.6395 0.0355
H 2.354 3.960 -3.014 -1.9611 -0.3290 1.5250
H 0.719 3.150 -3.150 1.0358 1.1816 2.5412
H 1.254 4.225 -1.480 -0.3342 -0.5991 -1.2326
H -1.094 3.555 0.452 -1.3207 0.7627 -0.2927
N -2.609 -2.012 -0.209 -3.3123 1.2399 -2.1816
N 0.639 0.014 -1.193 1.5116 -2.6970 -1.9436
O -0.644 -1.607 -2.273 0.7708 1.8828 2.0393
O -1.407 1.882 -1.238 2.1066 0.4530 0.9633
O -0.354 2.979 0.503 0.7501 -1.3989 -1.2111
```
Forces are in eV/Å.

=====

The following is a DFT calculation (ωB97M-V with the def2-TZVPD basis set) of a 9-piece molecular cluster, C36H72O25 overall in a non-equilibrium geometry.

The frontier orbital gap comes out at 0.372 hartree. For the lowest unoccupied orbital energy, the calculation gives 0.46 eV. The multiplicity is 1. The calculation puts the HOMO energy at -9.7 eV. The calculated total energy comes out at -89683.369 eV. Its net charge is 0.

Structure (XYZ):
```
133
Properties=species:S:1:pos:R:3:forces:R:3
C -15.483 -12.410 -14.407 0.6984 -0.4569 -0.2937
C -15.914 -11.264 -15.291 -1.5984 0.2863 1.7090
O -15.331 -10.087 -14.640 -0.6585 1.8969 -0.0576
C -16.146 -8.980 -14.390 -0.4480 -0.8350 -1.5465
O -17.347 -8.929 -14.668 3.0246 0.4607 1.0557
O -15.318 -7.985 -13.898 -0.9316 -2.1319 -0.8597
C -15.728 -6.639 -14.022 -0.3868 0.6810 0.0389
H -15.983 -13.369 -14.544 -0.2625 0.1669 -0.4881
H -15.642 -12.163 -13.357 0.2077 0.1447 -0.0519
H -14.430 -12.597 -14.616 0.1324 -0.1126 0.4998
H -16.991 -11.132 -15.189 -0.0710 -0.0240 -0.3694
H -15.673 -11.360 -16.350 0.4589 0.3598 0.1821
H -16.372 -6.363 -13.187 0.0900 0.0959 0.0169
H -16.251 -6.400 -14.947 -0.1226 -0.4719 -0.0821
H -14.813 -6.048 -14.036 -0.0445 -0.0863 0.3018
C -14.815 -16.512 -10.916 0.8254 -1.2551 -0.3940
C -16.046 -16.345 -10.050 0.5588 0.7468 -1.8023
O -16.120 -17.382 -9.087 -1.6552 -2.4979 -0.1717
C -16.946 -18.481 -9.399 -1.7144 0.5752 -2.1584
O -17.774 -18.602 -10.348 3.3951 0.9097 3.2242
O -16.755 -19.424 -8.461 -0.0952 -0.0442 -0.8473
C -17.354 -20.717 -8.727 -0.2118 -0.7813 1.1228
H -14.860 -17.498 -11.379 0.0907 -0.4877 0.2757
H -13.890 -16.457 -10.342 0.0133 -0.0185 0.1579
H -14.661 -15.924 -11.821 -0.6677 0.8986 0.4081
H -16.864 -16.411 -10.766 -0.5191 0.3436 0.6248
H -15.924 -15.376 -9.565 -0.7557 -0.1889 0.3462
H -16.832 -21.353 -9.442 0.0993 0.7713 -0.5384
H -18.432 -20.733 -8.891 0.1753 0.7098 -0.5110
H -17.258 -21.296 -7.809 0.2902 0.4282 0.3330
C -11.236 -20.031 -17.471 0.9720 1.4751 -1.1294
C -10.637 -19.162 -16.355 -1.2892 -0.4037 1.1849
O -9.581 -18.256 -16.690 -0.4374 1.4752 -0.7718
C -9.908 -16.938 -17.056 -2.0340 -1.2687 -0.4668
O -11.016 -16.427 -17.093 0.9739 -0.9317 0.6425
O -8.833 -16.382 -17.516 2.2839 0.4196 0.1584
C -8.805 -15.038 -18.021 -0.7817 0.8759 0.3729
H -11.822 -19.402 -18.141 -0.4443 -0.0310 0.1466
H -11.812 -20.908 -17.175 0.1702 0.2504 0.3648
H -10.413 -20.319 -18.125 0.1394 -0.5297 0.1319
H -10.289 -19.846 -15.581 0.7804 0.1928 -0.0692
H -11.416 -18.612 -15.826 -0.1785 0.2661 -0.2817
H -9.186 -14.270 -17.347 -0.8392 -0.5188 0.5591
H -9.409 -14.973 -18.927 0.5317 -0.0885 -0.0791
H -7.804 -14.612 -18.089 0.3168 -1.2049 -0.6024
C -12.792 -13.380 -18.512 0.1239 -0.5027 -1.1321
C -11.680 -13.923 -19.453 -0.7537 0.8449 0.4490
O -12.173 -13.742 -20.775 0.2081 0.0920 -3.0732
C -11.377 -13.852 -21.912 -1.2499 0.0528 -0.8889
O -10.196 -14.049 -22.052 -0.6699 0.3230 1.0425
O -12.247 -13.737 -22.979 -0.1015 0.6962 0.5618
C -11.919 -13.350 -24.363 0.7539 -1.1356 0.7868
H -12.612 -13.451 -17.440 0.4152 -0.1038 -0.2182
H -13.642 -14.020 -18.747 -0.3390 0.2647 0.2117
H -13.019 -12.351 -18.792 -0.0678 -0.0024 0.1210
H -11.650 -15.003 -19.311 1.1351 0.1869 0.3801
H -10.823 -13.251 -19.425 0.6282 -0.9437 0.6903
H -11.288 -14.105 -24.832 -0.0203 -0.2535 0.1907
H -11.356 -12.424 -24.483 -0.3712 0.2425 0.5650
H -12.870 -13.348 -24.896 0.0799 0.2509 0.3428
C -5.917 -10.215 -15.756 0.2486 -0.2388 -0.4166
C -7.183 -11.104 -15.672 1.1039 1.5591 -0.4356
O -7.345 -11.891 -16.860 -0.4266 -0.0818 -0.6170
C -7.946 -11.317 -17.914 -1.1300 2.7567 -0.4841
O -8.325 -10.130 -18.022 1.3086 -3.4098 0.4974
O -8.103 -12.262 -18.858 0.5074 -0.5241 2.2982
C -8.350 -11.924 -20.169 -0.2793 1.3692 -1.9047
H -5.118 -10.800 -16.212 0.1493 -0.3212 0.3338
H -5.600 -9.901 -14.762 -0.0489 -0.1370 0.0653
H -5.913 -9.322 -16.381 -0.8564 0.0162 -0.0087
H -8.070 -10.481 -15.560 -0.0963 -0.3014 0.3433
H -6.962 -11.792 -14.856 -0.6811 -0.1866 -0.1675
H -7.681 -12.505 -20.804 -0.1170 -0.0048 0.0498
H -8.190 -10.857 -20.327 0.2957 0.0378 0.0028
H -9.377 -12.079 -20.498 -0.0289 -0.4262 0.3500
C -8.502 -20.096 -10.643 0.5359 0.4801 -0.7419
C -8.030 -20.039 -12.159 0.5624 -0.6867 1.5542
O -8.339 -18.827 -12.830 -2.2145 -2.1203 -0.6836
C -7.531 -17.833 -12.803 3.7676 0.9245 3.2312
O -6.565 -17.757 -11.991 -2.5090 0.4307 -2.6174
O -7.942 -16.958 -13.694 0.3046 -0.3757 0.0408
C -7.567 -15.608 -13.556 -0.2178 0.7990 -0.1403
H -9.351 -19.441 -10.450 -0.3252 -0.1923 -0.4693
H -7.790 -19.735 -9.902 0.5035 -0.0848 -0.4180
H -8.767 -21.116 -10.364 -0.0545 0.0268 -0.1607
H -8.473 -20.888 -12.680 -0.6663 0.5426 -0.2956
H -6.969 -20.222 -12.324 0.1920 0.1770 0.6886
H -8.238 -15.163 -14.291 0.3313 0.5758 0.2299
H -6.521 -15.376 -13.752 0.0473 -0.4507 -0.2679
H -7.775 -15.236 -12.552 -0.2348 -0.0852 0.0098
C -11.522 -7.416 -18.848 0.8921 -1.3879 0.3551
C -11.966 -8.233 -17.615 -1.4084 0.7464 -2.2682
O -11.326 -7.729 -16.507 1.1432 -0.3474 3.0819
C -10.835 -8.587 -15.567 1.1867 -3.1676 -3.2111
O -10.838 -9.843 -15.695 -0.6881 3.6537 1.0958
O -10.064 -7.908 -14.743 -0.3410 1.0804 0.4506
C -9.654 -8.622 -13.583 -0.7121 -1.2216 0.0586
H -10.439 -7.465 -18.956 0.1550 0.1055 0.1787
H -11.811 -6.365 -18.810 -0.3074 -0.2681 -0.1416
H -11.878 -8.003 -19.695 -0.4344 0.6347 -0.3292
H -11.895 -9.310 -17.765 0.4681 0.1253 0.2513
H -13.023 -7.976 -17.547 -0.2969 -0.3716 0.4628
H -9.118 -8.022 -12.848 -0.0464 0.3463 -0.6317
H -9.086 -9.494 -13.909 0.1957 0.0959 0.2794
H -10.582 -8.991 -13.145 0.2057 -0.1627 0.4496
C -11.589 -18.375 -12.515 0.5661 -1.8628 -0.6596
C -12.316 -17.188 -13.066 -0.2785 1.1560 1.1121
O -11.378 -16.239 -13.613 2.0491 -1.1601 -0.0950
C -11.734 -15.009 -13.849 -0.9666 0.6312 0.4491
O -12.891 -14.648 -13.764 0.7420 0.7113 -0.3961
O -10.639 -14.238 -14.109 -0.1971 -2.8076 0.9664
C -10.881 -12.981 -14.643 -0.8602 0.0828 -1.2042
H -11.248 -19.066 -13.286 0.6767 0.4348 -0.3893
H -12.175 -19.116 -11.971 -0.9509 0.6777 0.3231
H -10.765 -18.168 -11.832 0.0179 0.5052 -0.3617
H -12.729 -16.710 -12.177 -0.4700 0.2378 -0.4232
H -13.085 -17.347 -13.821 0.0005 -0.3707 0.2134
H -9.918 -12.585 -14.964 -0.1250 0.4733 0.7261
H -11.524 -12.448 -13.942 0.4124 0.7265 -0.3453
H -11.403 -13.178 -15.580 -0.4228 0.5991 -0.0796
C -13.871 -10.829 -10.138 -0.2940 0.1291 0.5503
C -12.863 -11.883 -10.565 1.2964 -0.2314 0.0210
C -13.496 -13.265 -10.351 -0.7594 1.9997 -0.9401
O -14.886 -12.934 -10.570 -0.2377 -1.4732 0.0981
C -15.199 -11.596 -10.245 0.7618 0.4827 -0.1440
H -13.932 -9.956 -10.787 0.3987 -0.1405 -0.2126
H -13.732 -10.410 -9.142 0.2024 -0.3374 0.1721
H -11.895 -11.894 -10.065 0.0601 0.5536 0.1626
H -12.656 -11.716 -11.622 -0.0235 -0.3396 -0.1314
H -13.298 -13.702 -9.372 -0.1844 0.0706 0.1906
H -13.145 -13.927 -11.143 -0.3571 -0.2471 0.0902
H -15.757 -11.520 -9.312 -0.2865 -0.1467 -0.0935
H -15.722 -11.142 -11.086 -0.6057 -0.3574 0.1367
```
Forces are in eV/Å.

=====

The following is a DFT calculation (ωB97M-V with the def2-TZVPD basis set) of C12H11BrINOPtSe4 as an isolated structure.

The frontier orbital gap (spin up / spin down) comes out at 0.232 / 0.201 hartree. For the lowest unoccupied orbital energy (spin up / spin down), the calculation gives -0.12 / -2.03 eV. The multiplicity is 3. The calculation puts the HOMO energy (spin up / spin down) at -6.4 / -7.5 eV. The calculated total energy comes out at -358935.497 eV. As for the expectation value of S²: 2.0145. Its net charge is 0.

Structure (XYZ):
```
32
Properties=species:S:1:pos:R:3:forces:R:3
Pt -0.833 0.172 0.091 0.4075 0.3932 0.0582
O 2.219 -0.664 -0.375 0.0559 0.2786 -0.0721
C 2.508 -0.097 0.882 -0.1272 0.0709 0.0269
C 1.589 -0.542 2.000 -0.0553 -0.0743 0.0621
C 2.129 -0.831 3.246 0.0165 -0.0820 -0.0314
C 1.304 -1.226 4.282 0.0194 -0.0179 0.0412
C -0.054 -1.346 4.044 0.0015 -0.0034 -0.0166
C -0.527 -1.042 2.785 0.0181 0.0209 0.0355
N 0.268 -0.628 1.789 0.0102 -0.0296 -0.1809
H 1.511 -0.155 -0.800 -0.0874 -0.0590 0.0899
H 2.500 0.999 0.853 -0.0134 0.0143 -0.1046
H 3.523 -0.407 1.133 -0.0001 0.0274 0.0535
H 3.200 -0.758 3.385 -0.0022 0.0075 0.0058
H 1.717 -1.455 5.256 0.0049 0.0102 -0.0011
H -0.741 -1.666 4.815 -0.0039 -0.0070 -0.0070
H -1.580 -1.116 2.548 0.0002 0.0074 -0.0059
Se -2.308 0.774 -1.654 -0.0788 0.0099 0.0042
Se -2.960 2.938 -1.360 0.0183 -0.1030 -0.0579
Se -2.091 3.524 0.721 0.2351 -0.0021 0.0008
Se 0.002 2.536 0.626 -0.3327 -0.1739 0.0690
Br -1.801 -6.066 -0.206 -0.0182 0.0614 -0.0244
C -0.059 -5.417 0.131 0.0551 -0.0515 0.0456
C 0.851 -6.298 0.700 0.0659 0.0249 0.0156
C 2.144 -5.880 0.974 -0.0437 -0.0595 0.0064
C 2.531 -4.583 0.681 -0.0576 0.0457 -0.0234
C 1.626 -3.699 0.111 0.0958 -0.0661 0.0497
C 0.331 -4.116 -0.166 -0.0494 -0.0233 0.0391
I -0.966 -2.710 -1.000 -0.1121 -0.0837 -0.0581
H 0.538 -7.308 0.923 0.0054 -0.0048 0.0021
H 2.846 -6.575 1.416 -0.0046 -0.0105 0.0004
H 3.540 -4.252 0.888 0.0083 0.0014 0.0017
H 1.920 -2.682 -0.121 -0.0316 -0.1222 -0.0245
```
Forces are in eV/Å.

=====

What did the third record say?
The following is a DFT calculation (ωB97M-V with the def2-TZVPD basis set) of C12H11BrINOPtSe4 as an isolated structure.

The frontier orbital gap (spin up / spin down) comes out at 0.232 / 0.201 hartree. For the lowest unoccupied orbital energy (spin up / spin down), the calculation gives -0.12 / -2.03 eV. The multiplicity is 3. The calculation puts the HOMO energy (spin up / spin down) at -6.4 / -7.5 eV. The calculated total energy comes out at -358935.497 eV. As for the expectation value of S²: 2.0145. Its net charge is 0.

Structure (XYZ):
```
32
Properties=species:S:1:pos:R:3:forces:R:3
Pt -0.833 0.172 0.091 0.4075 0.3932 0.0582
O 2.219 -0.664 -0.375 0.0559 0.2786 -0.0721
C 2.508 -0.097 0.882 -0.1272 0.0709 0.0269
C 1.589 -0.542 2.000 -0.0553 -0.0743 0.0621
C 2.129 -0.831 3.246 0.0165 -0.0820 -0.0314
C 1.304 -1.226 4.282 0.0194 -0.0179 0.0412
C -0.054 -1.346 4.044 0.0015 -0.0034 -0.0166
C -0.527 -1.042 2.785 0.0181 0.0209 0.0355
N 0.268 -0.628 1.789 0.0102 -0.0296 -0.1809
H 1.511 -0.155 -0.800 -0.0874 -0.0590 0.0899
H 2.500 0.999 0.853 -0.0134 0.0143 -0.1046
H 3.523 -0.407 1.133 -0.0001 0.0274 0.0535
H 3.200 -0.758 3.385 -0.0022 0.0075 0.0058
H 1.717 -1.455 5.256 0.0049 0.0102 -0.0011
H -0.741 -1.666 4.815 -0.0039 -0.0070 -0.0070
H -1.580 -1.116 2.548 0.0002 0.0074 -0.0059
Se -2.308 0.774 -1.654 -0.0788 0.0099 0.0042
Se -2.960 2.938 -1.360 0.0183 -0.1030 -0.0579
Se -2.091 3.524 0.721 0.2351 -0.0021 0.0008
Se 0.002 2.536 0.626 -0.3327 -0.1739 0.0690
Br -1.801 -6.066 -0.206 -0.0182 0.0614 -0.0244
C -0.059 -5.417 0.131 0.0551 -0.0515 0.0456
C 0.851 -6.298 0.700 0.0659 0.0249 0.0156
C 2.144 -5.880 0.974 -0.0437 -0.0595 0.0064
C 2.531 -4.583 0.681 -0.0576 0.0457 -0.0234
C 1.626 -3.699 0.111 0.0958 -0.0661 0.0497
C 0.331 -4.116 -0.166 -0.0494 -0.0233 0.0391
I -0.966 -2.710 -1.000 -0.1121 -0.0837 -0.0581
H 0.538 -7.308 0.923 0.0054 -0.0048 0.0021
H 2.846 -6.575 1.416 -0.0046 -0.0105 0.0004
H 3.540 -4.252 0.888 0.0083 0.0014 0.0017
H 1.920 -2.682 -0.121 -0.0316 -0.1222 -0.0245
```
Forces are in eV/Å.